The following is a quantum chemistry calculation of C8H20N4P as an isolated structure, from OMol25.

Structure (XYZ):
```
33
Properties=species:S:1:pos:R:3:mulliken_charge:R:1
C -3.0707 0.1332 -1.3074 -0.424
C -3.4682 0.0917 0.1019 -0.437
C -1.5010 -1.1528 -0.5756 -0.129
C 2.9157 -1.8225 0.6299 -1.006
C 0.5970 3.5664 -0.7738 -0.954
C -2.3679 -1.3652 1.8040 -0.998
C 2.1604 -2.1863 -0.5711 -0.447
C 0.0447 2.4148 0.1041 -0.527
N -2.1531 -0.6160 -1.6836 -0.522
N 1.3233 -1.0917 -1.2113 -0.403
N -0.0842 1.1374 -0.6230 -0.127
N -2.2585 -0.4701 0.7730 -0.065
P -0.0257 -0.2871 0.1408 0.171
H -3.5410 0.6437 -2.0546 0.567
H -3.6488 1.1383 0.4541 0.334
H -4.3816 -0.6408 0.0605 0.304
H -1.3823 -2.2747 -0.5838 0.440
H 3.4054 -2.6619 1.0238 0.394
H 3.6670 -1.0374 0.3546 0.273
H 2.0927 -1.4017 1.2581 0.306
H 0.1751 4.4993 -0.2440 0.315
H 1.6840 3.5464 -1.1073 0.281
H 0.0406 3.3236 -1.7401 0.249
H -3.0711 -2.2107 1.5234 0.365
H -1.4300 -1.7343 1.9609 0.303
H -2.8715 -0.8551 2.6572 0.351
H 2.6785 -2.7366 -1.3194 0.519
H 1.4079 -2.9179 -0.1033 0.252
H 0.8074 2.3918 0.8395 0.409
H -0.8978 2.7717 0.5312 0.290
H 1.9058 -0.3608 -1.5020 0.285
H -0.8299 1.3587 -1.3070 0.330
H 1.0687 -1.6068 -1.9935 0.303
```

- energy above the lowest of the compared OMol25 structures with the same formula, charge and spin (kcal per mole) = 53.0
- charge = +1
- lowest unoccupied orbital energy (eV) = -2.42


The following is a quantum chemistry calculation of C8H20O22S2V5 as an isolated structure, from OMol25.

Structure (XYZ):
```
57
Properties=species:S:1:pos:R:3:mulliken_charge:R:1
O 0.4702 -0.0147 -2.8024 -0.568
V -0.9451 -0.6625 -2.3652 1.091
O -1.9484 0.5419 -2.3710 -0.634
O -3.3277 0.2736 0.4369 -0.537
V -3.2052 -0.8628 1.5000 1.500
O -3.2661 -2.2350 0.7328 -0.532
O -1.0244 1.6247 3.7324 -0.663
V 0.1234 0.5450 3.5578 1.170
O -0.2436 -0.7167 4.4479 -0.482
O 1.8359 -3.0977 3.5875 -0.510
V 2.5894 -2.8129 2.2306 1.513
O 2.4101 -4.0972 1.3036 -0.631
O 2.4008 0.3232 -0.6214 -0.771
V 2.1897 1.6339 0.2676 0.726
O 3.1037 2.7501 -0.3118 -0.381
S 3.3761 0.4687 3.0584 1.105
O 3.3442 -0.9201 2.4870 -0.678
O 3.4058 1.4495 1.9337 -0.608
O 2.0744 0.6621 3.8050 -0.876
O 4.4872 0.6309 3.9235 -0.617
S 0.0407 -0.7675 1.0029 0.718
O -0.3905 -0.8016 -0.3697 0.755
O -1.1562 -0.8019 1.9242 -0.568
O 0.9616 -1.8203 1.2930 0.317
O 0.6090 0.5642 1.3932 0.399
C 1.2769 -3.1647 -1.8270 -0.761
O -0.0222 -2.8037 -2.3042 -0.433
C -1.0007 -3.8201 -2.1540 -0.466
C -2.2788 -3.4136 -2.7997 -0.609
O -2.6282 -2.0803 -2.3812 0.095
C -3.9399 -1.7471 -2.8302 -0.907
H 1.6670 -3.9671 -2.4524 0.332
H 1.1776 -3.5246 -0.7986 0.290
H 1.9258 -2.2946 -1.7865 0.224
H -1.0948 -4.0546 -1.0866 0.301
H -0.6102 -4.7354 -2.6142 0.471
H -3.0699 -4.0950 -2.4735 0.397
H -2.2756 -3.4943 -3.8907 0.448
H -4.1645 -0.7307 -2.5035 0.265
H -4.7100 -2.3024 -2.2903 0.300
H -4.0195 -1.7875 -3.9144 0.333
C 0.7110 3.2384 -2.0182 -1.146
O 0.4250 2.2722 -1.0022 0.928
C -0.6801 2.6772 -0.2024 0.180
C -0.2934 3.6923 0.8522 -0.996
O 1.0088 3.3852 1.2978 0.076
C 1.4656 4.1410 2.4158 -1.024
H 0.9338 4.2034 -1.5564 0.276
H -0.1073 3.3395 -2.7297 0.341
H 1.6173 2.9231 -2.5254 0.281
H -1.1100 1.8030 0.2820 -0.921
H -1.5058 3.0483 -0.8156 0.693
H -0.9758 3.7039 1.7116 0.417
H -0.3327 4.7228 0.4748 0.439
H 0.8714 3.8581 3.2917 0.317
H 1.3120 5.2067 2.2328 0.343
H 2.5121 3.9438 2.6215 0.277
```

- energy above the lowest of the compared OMol25 structures with the same formula, charge and spin (kcal per mole) = 22.4
- charge = +1
- lowest unoccupied orbital energy (eV) = -6.48


The following is a quantum chemistry calculation of one molecule with the formula C8H20O2Si, from OMol25.

Structure (XYZ):
```
31
Properties=species:S:1:pos:R:3:mulliken_charge:R:1
O 0.6776 -0.2569 -1.2935 -0.362
O 0.7230 0.4404 1.4665 -0.432
C 0.8942 -0.7194 -3.6875 -1.375
C 2.8121 1.2948 0.6319 -1.138
C -0.9161 -1.8113 2.2415 -1.035
C -2.2617 1.3054 1.3129 -1.130
C 0.0283 -0.7978 -2.4192 -0.101
C 1.4401 1.6175 1.1826 -0.200
C -0.6113 -1.8980 0.7555 -0.382
C -1.7063 0.9295 -0.0433 -0.511
Si -0.1735 -0.1543 0.1674 0.562
H 0.3703 -1.1177 -4.5616 0.387
H 1.8349 -1.2296 -3.5848 0.328
H 1.1821 0.2909 -3.9364 0.330
H 2.7336 0.9215 -0.4124 0.171
H 3.5150 2.1210 0.6252 0.417
H 3.2626 0.5357 1.2550 0.286
H -1.1501 -2.8197 2.6784 0.345
H -0.0672 -1.4483 2.8345 0.243
H -1.7594 -1.1398 2.4534 0.182
H -1.4532 1.7141 1.9370 0.235
H -2.6265 0.4008 1.8217 0.219
H -3.0635 2.0337 1.2771 0.382
H -0.2551 -1.8334 -2.2049 0.276
H -0.8778 -0.2210 -2.5892 0.266
H 0.8783 2.2411 0.4871 0.208
H 1.5260 2.1715 2.1053 0.381
H 0.2352 -2.5895 0.5785 0.313
H -1.4717 -2.1780 0.1601 0.336
H -1.3035 1.7829 -0.5853 0.317
H -2.4163 0.4141 -0.6538 0.481
```

- energy above the lowest of the compared OMol25 structures with the same formula, charge and spin (kcal per mole) = 17.7
- charge = 0
- lowest unoccupied orbital energy (eV) = 0.97


The following is a quantum chemistry calculation of C8H20O3P2 as an isolated structure, from OMol25.

Structure (XYZ):
```
33
Properties=species:S:1:pos:R:3:mulliken_charge:R:1
C -0.0061 -4.6531 0.5212 -0.571
C -1.7646 2.2017 2.4401 -1.134
C 3.5334 -0.8653 -0.7965 -0.988
C -1.1692 2.3332 -2.3259 -1.098
C -1.0291 -3.8211 0.2461 -0.191
C -0.6950 2.4119 1.3988 -0.301
C 2.8501 0.0558 0.2206 -0.457
C -0.6161 -0.4058 -1.2011 -0.700
O 0.4741 -0.7073 1.6124 -0.758
O -0.7243 1.4411 0.4416 -0.157
O 1.6517 0.7169 -0.1934 -0.358
P -1.7983 0.7719 -1.5222 0.453
P 0.2219 0.0706 0.3400 1.073
H 0.8909 -4.3214 0.1079 0.244
H -2.6654 1.1885 -0.6026 -0.116
H -0.0346 -5.4652 1.2709 0.246
H -2.1228 3.1644 2.7614 0.408
H -2.8201 1.8287 2.0307 0.219
H -1.6545 1.3495 3.2191 0.297
H 2.8607 -1.2880 -1.4963 0.323
H 4.2462 -0.1781 -1.3890 0.269
H 4.0846 -1.7492 -0.2911 0.281
H -0.2331 2.7791 -1.9186 0.281
H -1.9971 3.0733 -2.3168 0.325
H -0.9602 1.9942 -3.3002 0.426
H -0.7688 -2.9678 -0.3638 -0.158
H -1.9484 -3.9856 0.7021 0.284
H 0.3197 2.4211 1.7984 0.306
H -0.7027 3.3856 0.8419 0.328
H 3.5033 0.8700 0.6486 0.312
H 2.5132 -0.5094 1.0400 0.393
H -1.0425 -1.4565 -1.2649 0.392
H -2.3964 0.3163 -2.6594 0.125
```

- energy above the lowest of the compared OMol25 structures with the same formula, charge and spin (kcal per mole) = 0.0
- charge = 0
- lowest unoccupied orbital energy (eV) = 0.81


Number 1: HOMO level -12.80 eV. Number 2: HOMO level -12.72 eV. Number 3: HOMO level -9.35 eV. Number 4: HOMO level -8.29 eV.